# 1
Density functional theory data (the ωB97M-V functional and the def2-TZVPD basis) for a structure of composition C28H46BrN3P2RuS at a distorted geometry.

* net charge: +4
* spin multiplicity: 5
* HOMO (spin up / spin down): -18.7 / -19.2 eV

Last column: Löwdin spin population.
Geometry (Å):
N  4.172  0.040  5.944  0.77
C  2.871  -0.119  6.209  0.08
C  2.069  -0.990  5.472  0.09
C  2.656  -1.703  4.399  0.00
C  4.046  -1.576  4.198  0.09
C  4.758  -0.673  4.987  0.08
C  1.844  -2.490  3.504  0.20
Ru  -0.401  -0.905  -1.240  1.08
P  -2.185  0.600  -3.232  0.48
C  2.340  -3.067  2.364  -0.05
C  1.478  -3.584  1.359  0.20
C  2.044  -3.854  0.073  -0.01
C  1.378  -3.236  -0.988  0.08
C  0.175  -2.609  -0.616  0.12
C  -0.638  -2.990  0.472  0.08
C  0.059  -3.534  1.533  -0.02
Br  -1.434  -2.222  -3.066  0.12
H  0.763  -2.515  3.707  0.01
H  3.414  -3.082  2.156  0.00
H  1.007  -1.115  5.712  0.01
H  4.561  -2.139  3.422  0.01
H  2.441  0.465  7.030  0.01
H  5.830  -0.549  4.807  0.02
H  2.974  -4.426  -0.018  0.00
H  -0.426  -3.824  2.464  0.00
H  1.725  -3.138  -2.014  0.00
H  -1.710  -2.763  0.431  0.00
P  1.247  0.556  -1.181  0.03
C  -3.885  -0.018  -2.714  0.04
C  -4.688  -0.794  -3.752  0.02
H  -4.460  0.856  -2.364  0.00
H  -3.694  -0.629  -1.812  0.00
H  -5.534  -1.281  -3.236  0.00
H  -5.132  -0.143  -4.520  0.00
H  -4.102  -1.584  -4.236  0.00
C  -1.478  0.244  -4.923  0.05
C  -2.509  0.162  -6.029  0.03
H  -0.889  -0.695  -4.879  0.00
H  -0.749  1.047  -5.096  0.00
H  -2.089  -0.458  -6.834  0.01
H  -3.448  -0.308  -5.716  0.00
H  -2.717  1.156  -6.440  0.00
C  -2.547  2.387  -3.353  0.07
C  -3.793  2.742  -4.149  0.04
H  -1.649  2.857  -3.769  0.00
H  -2.625  2.721  -2.311  0.00
H  -3.844  3.829  -4.242  0.01
H  -3.785  2.328  -5.160  0.00
H  -4.704  2.414  -3.648  0.00
C  1.189  2.362  -0.748  0.00
C  0.401  3.304  -1.653  0.00
H  2.244  2.686  -0.724  0.00
H  0.814  2.417  0.287  0.00
H  0.759  4.328  -1.473  0.00
H  0.547  3.092  -2.720  0.00
H  -0.672  3.306  -1.432  0.00
C  2.005  0.589  -2.849  0.02
C  3.012  -0.511  -3.172  0.00
H  2.480  1.574  -2.968  0.00
H  1.158  0.550  -3.554  0.00
H  3.295  -0.412  -4.229  0.00
H  3.929  -0.418  -2.578  0.00
H  2.606  -1.520  -3.034  0.00
C  2.455  -0.130  0.014  0.01
C  2.618  0.559  1.367  0.00
H  3.421  -0.196  -0.507  0.00
H  2.141  -1.170  0.195  0.00
H  3.319  -0.041  1.964  0.00
H  3.018  1.582  1.286  0.00
H  1.669  0.596  1.920  0.00
S  -1.662  0.502  0.077  0.13
C  -1.398  0.775  1.770  0.03
N  -2.294  0.346  2.659  0.01
C  -1.883  0.603  4.027  0.00
C  -0.614  1.419  3.852  0.00
N  -0.432  1.462  2.412  0.01
H  -3.132  -0.153  2.368  0.00
H  -1.702  -0.365  4.515  0.00
H  -2.663  1.133  4.597  0.00
H  0.249  0.936  4.317  0.00
H  -0.694  2.425  4.281  0.00
H  0.280  2.024  1.943  0.00


# 2
Density functional theory data (the ωB97M-V functional and the def2-TZVPD basis) for a cluster of 6 separate species, C30H53F3O18S5 in total at a distorted geometry.

* net charge: 0
* SMILES: Cc1cccc(CC2=C(CCC(F)(F)F)C(=O)OC2=O)c1.CCOS(C)(=O)=O.CCOS(C)(=O)=O.CCOS(C)(=O)=O.CCOS(C)(=O)=O.CCOS(C)(=O)=O
* spin multiplicity: 1
* HOMO: -9.4 eV

Last column: Löwdin charge in e.
Geometry (Å):
C  -5.474  0.074  2.847  -0.04
C  -4.131  0.063  3.556  -0.27
C  -3.048  -0.688  3.124  -0.04
C  -1.893  -0.652  3.864  -0.07
C  -1.778  0.085  5.016  -0.06
C  -2.836  0.853  5.453  -0.23
C  -2.852  1.693  6.709  -0.06
C  -1.758  2.715  6.877  -0.05
C  -0.898  3.343  6.064  -0.06
C  -0.734  3.157  4.581  -0.08
C  -1.974  3.537  3.720  -0.03
C  -2.780  4.694  4.280  -0.61
F  -3.512  5.211  3.252  0.11
F  -2.026  5.704  4.712  0.17
F  -3.680  4.316  5.199  0.15
C  -0.130  4.281  6.958  -0.37
O  0.722  5.058  6.604  0.17
O  -0.544  4.191  8.273  0.11
C  -1.569  3.216  8.283  -0.34
O  -2.144  2.877  9.267  0.17
C  -3.999  0.817  4.700  -0.03
H  -5.941  -0.910  3.003  0.08
H  -6.145  0.797  3.315  0.07
H  -5.384  0.219  1.768  0.08
H  -3.159  -1.281  2.221  0.12
H  -1.083  -1.279  3.497  0.11
H  -0.850  0.077  5.586  0.13
H  -3.820  2.198  6.801  0.13
H  -2.790  1.012  7.571  0.14
H  0.048  3.868  4.278  0.13
H  -0.333  2.179  4.309  0.12
H  -2.591  2.679  3.455  0.12
H  -1.560  3.916  2.778  0.13
H  -4.857  1.393  5.046  0.12
O  0.232  -1.749  0.352  -0.28
S  1.424  -2.388  0.821  0.56
O  2.085  -1.942  2.009  -0.28
O  2.476  -2.454  -0.368  -0.26
C  2.858  -1.217  -1.012  -0.25
C  3.771  -0.379  -0.139  -0.07
C  1.136  -4.120  0.963  -0.12
H  1.970  -0.656  -1.306  0.11
H  3.384  -1.490  -1.924  0.12
H  3.259  -0.037  0.760  0.07
H  4.114  0.501  -0.685  0.08
H  4.636  -0.959  0.183  0.09
H  0.658  -4.477  0.054  0.07
H  0.480  -4.270  1.818  0.07
H  2.085  -4.622  1.130  0.08
O  0.372  1.918  -3.706  -0.27
S  1.099  0.894  -4.391  0.57
O  2.396  0.472  -3.947  -0.29
O  1.178  1.264  -5.941  -0.26
C  1.747  2.535  -6.309  -0.25
C  3.254  2.565  -6.144  -0.08
C  0.081  -0.531  -4.550  -0.11
H  1.270  3.335  -5.740  0.12
H  1.492  2.687  -7.357  0.12
H  3.541  2.470  -5.098  0.07
H  3.660  3.505  -6.519  0.08
H  3.717  1.738  -6.684  0.08
H  -0.897  -0.230  -4.917  0.08
H  -0.008  -0.979  -3.562  0.08
H  0.557  -1.232  -5.233  0.05
O  1.974  5.574  13.941  -0.27
S  1.292  4.334  14.154  0.57
O  1.805  3.110  13.622  -0.28
O  -0.229  4.501  13.715  -0.26
C  -0.509  4.939  12.367  -0.23
C  -0.252  3.859  11.338  -0.07
C  1.000  4.116  15.877  -0.13
H  0.062  5.843  12.145  0.12
H  -1.563  5.212  12.353  0.12
H  0.807  3.603  11.293  0.08
H  -0.574  4.151  10.349  0.04
H  -0.795  2.951  11.599  0.09
H  0.584  5.033  16.287  0.07
H  1.960  3.896  16.341  0.08
H  0.320  3.280  16.016  0.07
O  1.649  -3.497  -5.732  -0.27
S  2.122  -4.102  -6.940  0.59
O  1.377  -3.988  -8.159  -0.29
O  2.436  -5.636  -6.661  -0.26
C  1.381  -6.464  -6.129  -0.25
C  0.321  -6.787  -7.163  -0.07
C  3.775  -3.584  -7.246  -0.11
H  0.944  -5.988  -5.249  0.12
H  1.859  -7.383  -5.796  0.12
H  -0.215  -5.892  -7.477  0.07
H  -0.408  -7.487  -6.754  0.08
H  0.773  -7.224  -8.054  0.09
H  4.356  -3.692  -6.333  0.08
H  3.736  -2.539  -7.548  0.08
H  4.190  -4.188  -8.049  0.08
O  0.955  -3.569  -13.969  -0.28
S  -0.227  -2.839  -13.627  0.57
O  -0.180  -1.429  -13.393  -0.28
O  -0.930  -3.551  -12.389  -0.27
C  -0.157  -3.747  -11.185  -0.25
C  0.063  -2.462  -10.417  -0.08
C  -1.484  -3.169  -14.815  -0.12
H  0.791  -4.230  -11.428  0.12
H  -0.726  -4.444  -10.571  0.12
H  0.679  -1.761  -10.982  0.07
H  0.569  -2.674  -9.473  0.04
H  -0.887  -1.965  -10.213  0.09
H  -1.547  -4.241  -14.980  0.07
H  -1.199  -2.661  -15.735  0.08
H  -2.427  -2.772  -14.449  0.07


# 3
Density functional theory data (the ωB97M-V functional and the def2-TZVPD basis) for the ion C4H7N2O with charge +1 at a distorted geometry.

* net charge: +1
* SMILES: CC1=CCN[N+]1=O
* spin multiplicity: 1
* HOMO: -15.4 eV

Last column: natural (NBO) charge in e.
Geometry (Å):
C  -0.206  1.153  0.315  -0.17
C  0.306  0.316  -0.593  0.18
C  -0.846  0.496  1.546  -0.25
C  0.993  0.168  -1.837  -0.70
N  -0.574  -0.874  1.256  -0.29
N  -0.023  -1.145  0.140  0.41
O  0.292  -2.185  -0.319  -0.24
H  -0.115  2.168  0.141  0.26
H  -0.312  0.768  2.406  0.26
H  -1.920  0.526  1.547  0.26
H  0.850  -0.803  -2.024  0.26
H  2.094  0.317  -1.706  0.28
H  0.394  0.705  -2.703  0.29
H  -0.933  -1.611  1.832  0.44


# 4
Density functional theory data (the ωB97M-V functional and the def2-TZVPD basis) for a structure of composition C2H9N2S2 at a distorted geometry.

* net charge: +1
* spin multiplicity: 1
* HOMO: -13.1 eV

Last column: natural (NBO) charge in e.
Geometry (Å):
C  -0.030  -0.410  -1.320  -0.34
C  1.097  -0.200  -0.318  -0.32
N  -1.148  -0.932  -0.505  -0.81
N  -0.749  0.840  1.271  -0.96
S  2.072  1.329  -0.387  0.08
S  1.445  -1.412  0.645  0.10
H  -0.154  0.688  -1.702  0.24
H  0.426  -1.186  -2.078  0.29
H  -1.233  -0.116  0.458  0.44
H  -1.546  1.309  1.717  0.41
H  -0.241  1.540  0.881  0.40
H  -2.031  -1.204  -1.101  0.45
H  -0.329  0.451  2.021  0.40
H  3.185  1.058  0.374  0.20
H  -0.763  -1.755  0.044  0.43


no.,molecular weight (g mol⁻¹)
1,699.69
2,919.07
3,99.11
4,125.24